Record 1
{"formula": "C45H111N3O21", "method": "ωB97M-V/def2-TZVPD", "symbols": ["C", "C", "O", "O", "H", "H", "H", "H", "H", "H", "C", "C", "O", "O", "H", "H", "H", "H", "H", "H", "C", "C", "O", "O", "H", "H", "H", "H", "H", "H", "C", "C", "O", "O", "H", "H", "H", "H", "H", "H", "C", "C", "O", "O", "H", "H", "H", "H", "H", "H", "C", "C", "O", "O", "H", "H", "H", "H", "H", "H", "C", "C", "O", "O", "H", "H", "H", "H", "H", "H", "C", "C", "O", "O", "H", "H", "H", "H", "H", "H", "C", "C", "O", "O", "H", "H", "H", "H", "H", "H", "C", "C", "C", "C", "C", "C", "N", "O", "C", "C", "C", "H", "H", "H", "H", "H", "H", "H", "H", "H", "H", "H", "H", "H", "H", "H", "H", "H", "H", "H", "C", "C", "C", "C", "C", "C", "N", "O", "C", "C", "C", "H", "H", "H", "H", "H", "H", "H", "H", "H", "H", "H", "H", "H", "H", "H", "H", "H", "H", "H", "C", "C", "C", "C", "C", "C", "N", "O", "C", "C", "C", "H", "H", "H", "H", "H", "H", "H", "H", "H", "H", "H", "H", "H", "H", "H", "H", "H", "H", "H"], "coordinates": [[0.541, -5.953, -1.649], [0.303, -5.079, -0.368], [-0.519, -3.924, -0.442], [-0.571, -6.769, -1.788], [1.356, -6.649, -1.453], [0.845, -5.422, -2.551], [1.336, -4.876, -0.088], [-0.235, -5.659, 0.382], [0.073, -3.182, -0.584], [-1.195, -6.342, -2.379], [-3.134, -4.248, 2.481], [-3.849, -3.808, 3.753], [-5.202, -3.440, 3.505], [-2.457, -3.160, 1.852], [-3.753, -4.828, 1.797], [-2.408, -5.015, 2.755], [-3.242, -2.969, 4.093], [-3.793, -4.680, 4.405], [-5.209, -2.597, 3.046], [-2.189, -3.516, 1.001], [5.415, 2.922, 2.483], [4.664, 1.948, 1.576], [3.898, 2.531, 0.522], [6.679, 3.214, 1.956], [5.459, 2.544, 3.504], [5.027, 3.901, 2.763], [3.876, 1.248, 1.853], [5.333, 1.315, 0.993], [4.559, 2.882, -0.079], [6.502, 3.573, 1.084], [-0.393, -0.613, -0.185], [0.981, -0.011, 0.372], [1.145, 1.249, -0.267], [-0.012, -1.314, -1.335], [-1.256, 0.023, -0.380], [-0.764, -1.346, 0.531], [1.857, -0.610, 0.124], [0.992, 0.189, 1.444], [1.608, 1.968, 0.169], [0.557, -0.906, -1.993], [-3.811, 1.755, -3.000], [-3.051, 2.477, -1.888], [-1.645, 2.626, -2.074], [-3.577, 0.336, -2.855], [-3.691, 1.951, -4.065], [-4.881, 1.898, -2.850], [-3.276, 1.855, -1.022], [-3.637, 3.356, -1.617], [-1.301, 2.981, -1.251], [-2.632, 0.215, -2.973], [0.380, 5.417, -0.734], [0.389, 6.890, -0.242], [1.772, 7.236, -0.004], [0.681, 4.574, 0.468], [1.139, 5.238, -1.497], [-0.579, 5.355, -1.248], [-0.178, 6.845, 0.688], [-0.001, 7.651, -0.917], [1.973, 8.152, 0.198], [1.495, 5.016, 0.722], [3.827, 2.471, -4.459], [4.310, 1.169, -3.830], [4.192, 1.441, -2.468], [4.492, 3.715, -4.253], [2.813, 2.726, -4.151], [3.816, 2.479, -5.549], [5.372, 1.119, -4.071], [3.889, 0.209, -4.129], [3.298, 1.447, -2.119], [3.847, 4.402, -4.436], [-2.129, -4.220, -3.856], [-2.617, -3.116, -2.935], [-3.996, -2.643, -2.956], [-2.627, -5.514, -3.412], [-1.045, -4.263, -3.745], [-2.326, -4.208, -4.928], [-1.960, -2.280, -3.176], [-2.448, -3.355, -1.886], [-4.163, -1.748, -2.652], [-3.565, -5.406, -3.237], [-4.025, -0.626, 1.940], [-4.531, 0.828, 2.203], [-5.083, 1.487, 1.238], [-4.954, -1.535, 1.422], [-3.345, -1.017, 2.697], [-3.332, -0.565, 1.102], [-3.734, 1.501, 2.523], [-5.297, 0.818, 2.979], [-6.021, 1.532, 1.436], [-4.430, -2.096, 0.847], [0.983, 0.180, -7.458], [-0.069, -0.257, -6.500], [-1.155, 0.798, -6.296], [-2.037, 1.086, -7.550], [-2.722, -0.201, -7.865], [-1.767, -1.440, -8.111], [-0.773, -1.466, -7.006], [0.081, -2.584, -7.080], [-2.636, -2.714, -7.955], [-1.248, -1.192, -9.503], [0.657, -0.598, -5.134], [0.656, 0.802, -8.291], [1.430, -0.760, -7.781], [1.737, 0.768, -6.935], [-1.838, 0.563, -5.480], [-0.610, 1.739, -6.217], [-1.471, 1.486, -8.391], [-2.811, 1.771, -7.203], [-3.120, -0.041, -8.868], [-3.551, -0.496, -7.221], [-3.674, -2.567, -8.254], [-2.301, -3.491, -8.643], [-2.692, -3.078, -6.929], [-1.917, -0.738, -10.234], [-0.521, -0.381, -9.535], [-0.917, -2.150, -9.904], [1.428, -1.368, -5.159], [-0.017, -1.067, -4.417], [1.025, 0.262, -4.575], [0.509, -2.498, -7.936], [5.524, -2.063, 2.981], [4.199, -2.784, 3.158], [4.503, -4.160, 3.884], [3.187, -4.754, 4.417], [2.394, -3.738, 5.370], [2.042, -2.474, 4.571], [3.353, -1.888, 3.996], [3.237, -0.628, 3.502], [1.101, -2.680, 3.375], [1.323, -1.548, 5.586], [3.673, -2.997, 1.730], [5.415, -1.097, 2.488], [6.236, -2.576, 2.335], [6.075, -1.728, 3.860], [4.918, -4.914, 3.216], [5.267, -3.969, 4.637], [3.449, -5.639, 4.996], [2.669, -5.053, 3.506], [3.061, -3.470, 6.189], [1.426, -4.218, 5.519], [1.163, -3.663, 2.908], [0.091, -2.693, 3.784], [1.100, -1.838, 2.683], [0.569, -2.178, 6.058], [1.824, -1.125, 6.457], [0.803, -0.711, 5.120], [3.221, -2.100, 1.307], [2.954, -3.816, 1.762], [4.550, -3.185, 1.110], [3.871, -0.303, 4.145], [-1.591, 1.686, 5.782], [-0.375, 2.506, 5.849], [0.463, 2.289, 4.486], [-0.316, 2.915, 3.266], [-0.912, 4.329, 3.559], [-1.664, 4.545, 4.924], [-0.802, 3.887, 5.960], [-1.005, 4.391, 7.243], [-1.825, 6.063, 5.170], [-3.108, 4.046, 4.784], [0.605, 2.099, 6.997], [-1.412, 0.666, 6.122], [-2.045, 1.546, 4.801], [-2.514, 1.970, 6.287], [1.447, 2.742, 4.605], [0.638, 1.237, 4.262], [-1.059, 2.300, 2.759], [0.478, 3.016, 2.526], [-1.639, 4.491, 2.763], [-0.169, 5.116, 3.429], [-0.867, 6.421, 5.547], [-1.999, 6.699, 4.302], [-2.489, 6.233, 6.017], [-3.523, 4.857, 4.185], [-3.367, 3.076, 4.358], [-3.576, 4.113, 5.766], [1.563, 2.615, 6.930], [0.793, 1.026, 7.025], [0.141, 2.486, 7.904], [-0.344, 5.085, 7.297]], "lowdin_charge": [-0.251, -0.206, -0.082, -0.066, 0.109, 0.114, 0.101, 0.118, 0.050, 0.038, -0.239, -0.229, -0.065, -0.087, 0.126, 0.106, 0.114, 0.116, 0.038, 0.054, -0.275, -0.221, -0.107, -0.076, 0.104, 0.111, 0.102, 0.120, 0.066, 0.072, -0.179, -0.190, -0.096, -0.104, 0.107, 0.094, 0.103, 0.098, 0.047, 0.087, -0.204, -0.252, -0.070, -0.100, 0.109, 0.115, 0.100, 0.107, 0.062, 0.066, -0.223, -0.288, -0.156, -0.099, 0.100, 0.099, 0.101, 0.099, 0.066, 0.057, -0.307, -0.253, -0.080, -0.129, 0.098, 0.096, 0.116, 0.107, 0.069, 0.054, -0.171, -0.204, -0.086, -0.093, 0.112, 0.108, 0.094, 0.104, 0.043, 0.089, -0.223, -0.323, -0.019, -0.061, 0.104, 0.103, 0.106, 0.123, 0.107, 0.087, -0.054, -0.497, -0.118, -0.180, -0.160, -0.474, -0.111, -0.022, -0.020, -0.047, -0.020, 0.072, 0.083, 0.082, 0.113, 0.112, 0.106, 0.109, 0.099, 0.120, 0.078, 0.073, 0.070, 0.084, 0.069, 0.082, 0.075, 0.055, 0.074, 0.076, -0.071, -0.480, -0.124, -0.164, -0.100, -0.455, -0.143, -0.027, -0.022, -0.043, -0.029, 0.069, 0.086, 0.084, 0.115, 0.109, 0.099, 0.089, 0.123, 0.116, 0.071, 0.077, 0.075, 0.081, 0.078, 0.053, 0.069, 0.055, 0.081, 0.110, -0.058, -0.487, -0.088, -0.155, -0.119, -0.468, -0.127, -0.023, -0.058, -0.058, -0.016, 0.081, 0.065, 0.088, 0.105, 0.086, 0.093, 0.079, 0.104, 0.104, 0.073, 0.086, 0.080, 0.077, 0.056, 0.084, 0.077, 0.063, 0.071, 0.099], "multiplicity": 2, "charge": -1, "homo_ev": [0.47, -6.22], "gap_ev": [1.55, 8.21], "s_squared": 0.751}



Record 2
{"formula": "C38H59I2IrN6O3", "method": "ωB97M-V/def2-TZVPD", "symbols": ["Ir", "C", "N", "C", "C", "C", "N", "C", "C", "C", "C", "C", "C", "C", "O", "C", "C", "C", "C", "C", "C", "C", "C", "C", "C", "C", "C", "C", "C", "C", "O", "C", "C", "C", "C", "C", "C", "C", "C", "H", "H", "H", "H", "H", "H", "H", "H", "H", "H", "H", "H", "H", "H", "H", "H", "H", "H", "H", "H", "H", "H", "H", "H", "H", "H", "H", "H", "H", "H", "H", "H", "H", "H", "H", "H", "H", "H", "H", "H", "H", "H", "H", "H", "H", "H", "H", "H", "H", "H", "H", "H", "H", "H", "I", "I", "N", "C", "N", "C", "N", "C", "C", "N", "O", "H", "H", "H", "H", "H"], "coordinates": [[-1.021, -1.520, -0.060], [-2.164, -4.177, 0.606], [-1.403, -3.521, -0.496], [-2.208, -3.682, -1.739], [-0.080, -4.203, -0.675], [0.977, -3.225, -1.156], [0.987, -2.024, -0.270], [1.603, -2.381, 1.050], [1.321, -1.391, 2.130], [2.348, -0.682, 2.726], [2.101, 0.154, 3.809], [0.801, 0.183, 4.299], [-0.270, -0.519, 3.742], [0.004, -1.262, 2.582], [-0.972, -1.905, 1.864], [-1.651, -0.477, 4.400], [-1.635, 0.335, 5.696], [-2.676, 0.161, 3.463], [-2.089, -1.909, 4.751], [3.243, 0.956, 4.429], [4.332, -0.006, 4.925], [2.778, 1.810, 5.609], [3.836, 1.889, 3.364], [1.771, -0.911, -0.848], [1.172, -0.141, -2.002], [2.003, 0.842, -2.526], [1.618, 1.643, -3.587], [0.373, 1.380, -4.158], [-0.499, 0.407, -3.688], [-0.103, -0.326, -2.544], [-0.982, -1.202, -1.992], [-1.831, 0.142, -4.403], [-2.014, 1.052, -5.622], [-1.849, -1.305, -4.917], [-3.028, 0.394, -3.475], [2.544, 2.750, -4.086], [1.965, 3.487, -5.294], [3.897, 2.147, -4.490], [2.757, 3.765, -2.954], [-2.326, -5.224, 0.347], [-3.118, -3.664, 0.712], [-1.608, -4.092, 1.533], [-2.464, -4.737, -1.843], [-1.629, -3.351, -2.591], [-3.109, -3.080, -1.654], [-0.191, -5.021, -1.388], [0.198, -4.641, 0.281], [0.777, -2.888, -2.172], [1.962, -3.698, -1.132], [2.679, -2.488, 0.893], [1.205, -3.351, 1.336], [3.358, -0.811, 2.351], [0.602, 0.784, 5.173], [-1.383, 1.383, 5.520], [-0.937, -0.073, 6.429], [-2.631, 0.308, 6.137], [-2.362, 1.161, 3.153], [-3.638, 0.257, 3.968], [-2.820, -0.454, 2.583], [-1.374, -2.374, 5.433], [-2.175, -2.529, 3.860], [-3.063, -1.887, 5.244], [3.932, -0.695, 5.670], [5.149, 0.555, 5.382], [4.752, -0.597, 4.109], [2.391, 1.198, 6.426], [2.005, 2.523, 5.314], [3.623, 2.380, 5.997], [4.210, 1.334, 2.502], [4.672, 2.455, 3.781], [3.088, 2.604, 3.014], [2.738, -1.322, -1.157], [1.962, -0.225, -0.021], [2.982, 0.977, -2.076], [0.070, 1.962, -5.013], [-1.227, 0.909, -6.364], [-2.049, 2.108, -5.347], [-2.964, 0.810, -6.099], [-1.023, -1.474, -5.611], [-2.782, -1.498, -5.449], [-1.768, -2.019, -4.103], [-3.095, 1.449, -3.194], [-2.997, -0.229, -2.583], [-3.958, 0.171, -4.003], [1.812, 2.816, -6.142], [2.661, 4.265, -5.610], [1.015, 3.971, -5.060], [3.772, 1.404, -5.279], [4.397, 1.668, -3.648], [4.558, 2.932, -4.862], [1.810, 4.227, -2.664], [3.433, 4.558, -3.279], [3.193, 3.296, -2.070], [-6.028, -2.551, 2.550], [-7.215, -0.178, 2.698], [-4.656, 2.797, -1.108], [-4.490, 1.881, -0.424], [-4.316, 0.865, 0.413], [-3.615, -0.132, 0.133], [-3.025, -1.147, -0.035], [0.213, 2.637, 0.724], [-0.662, 1.629, 0.052], [-1.504, 2.024, -0.882], [-0.597, 0.444, 0.459], [0.228, 3.592, 0.204], [1.221, 2.229, 0.799], [-0.156, 2.779, 1.742], [-1.561, 2.990, -1.160], [-2.104, 1.367, -1.361]], "lowdin_charge": [1.593, -0.054, -0.353, -0.053, -0.133, -0.120, -0.260, -0.092, -0.161, 0.014, -0.150, 0.046, -0.069, -0.251, -0.245, -0.526, -0.060, -0.040, -0.029, -0.556, -0.040, -0.059, -0.044, -0.103, -0.134, 0.010, -0.148, 0.041, -0.078, -0.262, -0.268, -0.517, -0.059, -0.023, -0.040, -0.556, -0.059, -0.041, -0.042, 0.108, 0.070, 0.084, 0.107, 0.068, 0.089, 0.141, 0.118, 0.131, 0.146, 0.143, 0.125, 0.121, 0.086, 0.090, 0.093, 0.092, 0.092, 0.084, 0.043, 0.095, 0.067, 0.088, 0.094, 0.090, 0.077, 0.092, 0.089, 0.091, 0.076, 0.090, 0.082, 0.149, 0.124, 0.125, 0.087, 0.093, 0.093, 0.093, 0.098, 0.094, 0.051, 0.076, 0.054, 0.100, 0.092, 0.091, 0.089, 0.094, 0.077, 0.090, 0.086, 0.090, 0.077, 0.013, 0.051, 0.136, -0.371, 0.126, -0.358, 0.023, 0.051, -0.483, 0.264, -0.108, 0.092, 0.090, 0.104, 0.138, 0.067], "multiplicity": 2, "charge": 1, "homo_ev": [-10.81, -10.66], "gap_ev": [7.46, 5.42], "s_squared": 0.756, "relative_energy_kcal_mol": 10.9}



Record 3
{"formula": "C22H39AlBN10O", "method": "ωB97M-V/def2-TZVPD", "symbols": ["C", "C", "Al", "B", "O", "N", "C", "C", "H", "H", "H", "H", "H", "H", "H", "H", "H", "H", "H", "H", "C", "C", "N", "H", "H", "H", "C", "C", "N", "H", "H", "H", "C", "C", "N", "H", "H", "H", "C", "C", "N", "H", "H", "H", "C", "C", "N", "H", "H", "H", "C", "C", "N", "H", "H", "H", "C", "C", "N", "H", "H", "H", "C", "C", "N", "H", "H", "H", "C", "C", "N", "H", "H", "H"], "coordinates": [[1.628, -1.950, 1.211], [1.588, -0.573, 1.737], [0.374, 0.731, 0.646], [-1.578, 0.284, 1.295], [-2.177, 0.979, 2.459], [-2.445, -0.792, 0.628], [-2.512, -1.915, 1.655], [-1.766, -1.381, -0.578], [1.489, -2.896, 1.858], [1.745, -2.033, 0.057], [2.150, -0.248, 2.695], [0.540, 0.277, -0.881], [0.788, 2.240, 0.918], [-1.942, 0.501, 3.320], [-2.586, -2.960, 1.171], [-3.400, -1.753, 2.394], [-1.500, -1.891, 2.234], [-2.442, -2.246, -0.963], [-1.729, -0.585, -1.428], [-0.730, -1.847, -0.335], [3.094, 0.257, 6.084], [1.833, -0.212, 5.497], [0.842, -0.580, 5.033], [3.898, 0.284, 5.342], [2.997, 1.267, 6.493], [3.426, -0.393, 6.898], [-5.930, -0.662, -2.059], [-4.564, -0.910, -1.579], [-3.481, -1.107, -1.197], [-6.668, -1.238, -1.491], [-6.204, 0.393, -1.969], [-6.045, -0.938, -3.111], [2.958, 4.108, 1.984], [3.386, 2.808, 2.515], [3.718, 1.783, 2.928], [3.402, 4.311, 1.006], [1.872, 4.156, 1.862], [3.246, 4.929, 2.648], [-6.364, -2.965, -5.718], [-7.729, -2.637, -5.285], [-8.802, -2.379, -4.945], [-6.357, -3.445, -6.700], [-5.738, -2.072, -5.789], [-5.874, -3.650, -5.020], [-3.461, 4.299, 0.331], [-3.037, 2.988, 0.840], [-2.703, 1.948, 1.249], [-3.015, 4.516, -0.644], [-4.547, 4.352, 0.210], [-3.171, 5.109, 1.007], [5.700, -0.083, 0.635], [5.668, 0.469, -0.726], [5.644, 0.904, -1.796], [6.709, -0.059, 1.057], [5.052, 0.479, 1.314], [5.365, -1.123, 0.656], [-1.855, -1.107, -4.146], [-2.656, -1.717, -5.215], [-3.286, -2.197, -6.055], [-2.486, -0.817, -3.296], [-1.088, -1.790, -3.770], [-1.344, -0.203, -4.489], [5.335, -3.703, 3.265], [6.401, -2.707, 3.099], [7.238, -1.923, 2.969], [5.661, -4.699, 2.951], [5.016, -3.781, 4.308], [4.451, -3.449, 2.673], [3.177, 3.279, -3.686], [2.633, 4.078, -2.582], [2.206, 4.707, -1.713], [4.255, 3.127, -3.581], [2.714, 2.289, -3.733], [3.010, 3.761, -4.653]], "lowdin_charge": [-0.197, -0.272, 0.285, -0.622, -0.159, -0.153, -0.101, -0.332, 0.021, 0.024, -0.023, -0.090, -0.109, 0.101, 0.090, 0.092, 0.086, 0.087, 0.083, 0.066, -0.088, -0.279, 0.147, 0.060, 0.077, 0.071, -0.056, -0.108, 0.006, 0.080, 0.078, 0.056, -0.085, -0.248, 0.147, 0.067, 0.057, 0.072, -0.102, -0.287, 0.109, 0.081, 0.042, 0.082, -0.071, -0.091, 0.096, 0.077, 0.072, 0.071, -0.084, -0.266, 0.104, 0.059, 0.043, 0.069, -0.059, -0.248, 0.117, 0.045, 0.095, 0.089, -0.067, -0.268, 0.128, 0.079, 0.080, 0.074, -0.080, -0.269, 0.126, 0.069, 0.083, 0.073], "charge": -1, "homo_ev": -3.38, "gap_ev": 5.76}



Record 4
{"formula": "C3H8N2O", "method": "ωB97M-V/def2-TZVPD", "symbols": ["N", "C", "C", "O", "H", "H", "H", "H", "H", "C", "N", "H", "H", "H"], "coordinates": [[0.304, -1.091, -0.149], [0.962, -1.017, -1.460], [0.535, 0.287, -2.085], [1.273, 1.089, -2.576], [0.473, -1.994, 0.273], [0.759, -0.415, 0.460], [0.618, -1.837, -2.088], [2.053, -1.036, -1.414], [-0.555, 0.473, -2.044], [-1.337, 1.041, 1.833], [-1.643, 0.864, 3.049], [-1.900, 0.522, 1.064], [-0.525, 1.698, 1.511], [-1.016, 1.416, 3.627]], "lowdin_charge": [-0.004, -0.242, -0.284, 0.060, 0.070, 0.063, 0.118, 0.114, 0.121, -0.169, 0.016, 0.049, 0.060, 0.028], "charge": 0, "homo_ev": -10.00, "gap_ev": 10.77, "relative_energy_kcal_mol": 56.3}



no.,energy (eV)
1,-95917.38492
2,-74483.98969
3,-47655.72482
4,-8266.88448